1) The following is a quantum chemistry calculation of one molecule with the formula C24H31N3O3, from the Open Molecules 2025 dataset.

- SMILES string = CCOC(=O)C1(CCCc2ccccc2)CCN(C(=O)c2cc(C)nc(C)n2)CC1
- orbital gap (eV) = 9.56
- lowest unoccupied orbital energy (eV) = 0.47

The geometry in ORCA input format:
```
! wB97M-V def2-TZVPD RIJCOSX def2/J DEFGRID3
* xyz 0 1
C -0.137 2.997 -0.743
C -0.112 2.137 0.509
H -1.109 2.027 0.947
H 0.561 2.555 1.267
O 0.375 0.839 0.161
C -0.194 -0.221 0.725
O -1.063 -0.155 1.560
C 0.423 -1.534 0.240
C -0.622 -2.645 0.419
H -0.817 -2.807 1.479
H -0.218 -3.568 0.000
C -1.937 -2.255 -0.279
N -1.679 -1.266 -1.299
C -2.310 -0.088 -1.460
O -1.931 0.749 -2.270
C -3.524 0.200 -0.631
N -4.362 -0.785 -0.316
C -5.451 -0.463 0.364
N -5.767 0.760 0.771
C -4.946 1.752 0.461
C -3.786 1.516 -0.275
H -3.118 2.310 -0.565
C -5.312 3.121 0.932
H -5.298 3.823 0.100
H -6.300 3.101 1.380
H -4.590 3.461 1.673
C -6.403 -1.564 0.695
H -7.266 -1.503 0.033
H -5.918 -2.525 0.559
H -6.755 -1.452 1.717
C -0.507 -1.557 -2.097
C 0.777 -1.460 -1.250
H 1.293 -0.526 -1.458
H 1.437 -2.291 -1.502
H -0.625 -2.568 -2.501
H -0.484 -0.845 -2.924
H -2.402 -3.134 -0.740
H -2.636 -1.844 0.446
C 1.643 -1.833 1.138
C 2.820 -0.857 1.018
H 3.276 -0.731 2.003
H 2.465 0.122 0.700
C 3.917 -1.326 0.054
C 5.016 -0.303 -0.004
C 4.895 0.808 -0.829
C 5.883 1.775 -0.862
C 7.008 1.645 -0.066
C 7.138 0.544 0.763
C 6.147 -0.422 0.794
H 6.253 -1.280 1.442
H 8.013 0.436 1.386
H 7.781 2.398 -0.092
H 5.776 2.632 -1.511
H 4.019 0.912 -1.454
H 3.502 -1.467 -0.944
H 4.316 -2.282 0.399
H 1.988 -2.845 0.915
H 1.283 -1.832 2.170
H -0.737 2.511 -1.511
H -0.561 3.970 -0.512
H 0.871 3.132 -1.126
*
```


2) The following is a quantum chemistry calculation of one molecule with the formula C24H31N3O3, from the Open Molecules 2025 dataset.

- SMILES string = COC1CCN(C(=O)c2ccc(OC3CCN(Cc4ccccn4)CC3)cc2)CC1
- orbital gap (eV) = 8.88
- lowest unoccupied orbital energy (eV) = 0.75

The geometry in ORCA input format:
```
! wB97M-V def2-TZVPD RIJCOSX def2/J DEFGRID3
* xyz 0 1
C 5.774 -0.935 -4.648
H 5.505 -1.690 -5.395
O 4.814 0.087 -4.557
C 3.565 -0.307 -4.026
C 2.844 0.977 -3.586
H 3.156 1.239 -2.574
H 3.157 1.780 -4.253
C 1.320 0.799 -3.642
N 0.975 -0.570 -3.342
C 0.661 -1.027 -2.107
O 0.635 -2.217 -1.838
C 0.293 0.006 -1.089
C 1.075 0.158 0.048
C 0.718 1.066 1.026
C -0.442 1.823 0.892
C -1.232 1.661 -0.242
C -0.866 0.761 -1.224
H -1.488 0.636 -2.100
H -2.127 2.255 -0.351
O -0.761 2.778 1.830
C -1.598 2.380 2.918
C -0.951 1.305 3.792
C -1.885 0.943 4.956
N -3.213 0.544 4.552
C -3.386 -0.852 4.190
C -2.526 -1.401 3.072
N -2.943 -1.186 1.830
C -2.215 -1.640 0.825
C -1.026 -2.333 0.988
C -0.591 -2.567 2.282
C -1.353 -2.102 3.341
H -1.045 -2.275 4.362
H 0.327 -3.108 2.465
H -0.464 -2.670 0.132
H -2.608 -1.435 -0.163
H -4.434 -0.980 3.908
H -3.196 -1.439 5.096
C -3.824 1.532 3.692
C -2.981 1.912 2.468
H -3.479 2.709 1.913
H -2.886 1.040 1.819
H -3.988 2.428 4.304
H -4.795 1.158 3.366
H -1.996 1.824 5.601
H -1.444 0.142 5.552
H 0.001 1.669 4.185
H -0.757 0.420 3.183
H -1.697 3.307 3.498
H 1.340 1.203 1.898
H 1.969 -0.437 0.161
C 1.401 -1.521 -4.354
C 2.690 -1.058 -5.039
H 3.219 -1.926 -5.432
H 2.478 -0.389 -5.875
H 0.602 -1.645 -5.094
H 1.549 -2.477 -3.846
H 0.945 1.023 -4.645
H 0.836 1.472 -2.936
H 3.730 -0.965 -3.156
H 5.917 -1.431 -3.680
H 6.702 -0.453 -4.948
*
```


Verdict on stability: 1) comes out on top.


1) The following is a quantum chemistry calculation of a 2-piece molecular cluster, C3H11NO2S overall, from the Open Molecules 2025 dataset.

- SMILES string = N[C@H](CO)CS.O
- orbital gap (eV) = 9.24
- lowest unoccupied orbital energy (eV) = 0.63

The geometry in ORCA input format:
```
! wB97M-V def2-TZVPD RIJCOSX def2/J DEFGRID3
* xyz 0 1
C -1.080 -1.062 0.061
O -2.309 -0.922 0.786
C 0.001 -0.412 1.007
C 0.034 1.052 0.655
S 1.096 2.037 1.782
N 1.294 -1.076 0.695
H -0.928 -2.102 -0.160
H -1.045 -0.511 -0.884
H -3.045 -1.312 0.304
H -0.170 -0.632 2.063
H -0.924 1.568 0.775
H 0.306 1.137 -0.406
H 1.717 0.960 2.278
H 1.375 -1.263 -0.300
H 1.477 -1.792 1.375
H 0.491 1.928 -2.772
H 1.081 1.319 -4.035
O 0.627 1.084 -3.224
*
```


2) The following is a quantum chemistry calculation of a 2-piece molecular cluster, C3H11NO2S overall, from the Open Molecules 2025 dataset.

- SMILES string = N[C@H](CO)CS.O
- orbital gap (eV) = 9.81
- lowest unoccupied orbital energy (eV) = 0.60

The geometry in ORCA input format:
```
! wB97M-V def2-TZVPD RIJCOSX def2/J DEFGRID3
* xyz 0 1
C -0.339 -1.365 1.285
O -1.783 -1.295 1.426
C -0.092 -0.829 -0.145
C 1.226 -1.062 -0.789
S 1.274 -0.887 -2.647
N -0.695 0.535 -0.234
H 0.267 -0.703 1.896
H 0.206 -2.313 1.375
H -2.081 -0.453 1.090
H -0.826 -1.453 -0.695
H 1.666 -2.063 -0.740
H 2.018 -0.351 -0.448
H 1.318 0.425 -2.594
H -0.239 1.457 -0.226
H -1.474 0.577 -0.930
H -0.482 2.545 0.863
H 0.172 3.904 1.124
O -0.136 3.331 0.389
*
```


Verdict on stability: 1) comes out on top.


1) The following is a quantum chemistry calculation of C32H23ClF3N2O10PSTa as an isolated structure, from the Open Molecules 2025 dataset.

- orbital gap (eV) = 7.73
- lowest unoccupied orbital energy (eV) = -3.82

The geometry in ORCA input format:
```
! wB97M-V def2-TZVPD RIJCOSX def2/J DEFGRID3
* xyz 1 1
Ta 0.358 0.179 -0.212
O -3.901 -1.956 0.178
C -2.604 -1.819 0.505
O -1.751 -2.611 0.221
C -2.408 -0.669 1.454
C -3.372 -0.440 2.419
C -3.143 0.511 3.406
C -1.942 1.188 3.399
C -1.036 0.910 2.390
N -1.256 0.016 1.419
C 0.309 1.607 2.360
O 0.631 2.388 3.208
O 1.055 1.192 1.355
H -3.985 -2.767 -0.347
H -4.284 -1.016 2.395
H -3.888 0.704 4.167
H -1.666 1.924 4.140
C -1.381 -4.040 4.342
C -0.954 -2.752 4.637
C -0.159 -2.066 3.733
C 0.198 -2.662 2.523
C -0.233 -3.950 2.230
C -1.016 -4.640 3.144
P 1.256 -1.733 1.390
C 2.774 -1.476 2.340
C 3.146 -2.396 3.326
C 4.358 -2.256 3.980
C 5.203 -1.201 3.661
C 4.838 -0.288 2.685
C 3.627 -0.422 2.024
C 1.553 -2.591 -0.138
C 2.285 -3.726 -0.473
C 2.366 -4.076 -1.807
C 1.742 -3.289 -2.776
C 1.029 -2.156 -2.430
C 0.910 -1.775 -1.083
H -1.993 -4.581 5.052
H -1.222 -2.291 5.579
H 0.214 -1.079 3.988
H 0.025 -4.406 1.283
H -1.343 -5.646 2.920
H 2.493 -3.221 3.583
H 4.643 -2.970 4.741
H 6.147 -1.092 4.179
H 5.490 0.540 2.437
H 3.356 0.310 1.282
H 2.788 -4.311 0.287
H 2.926 -4.952 -2.106
H 1.835 -3.566 -3.818
H 0.589 -1.557 -3.216
S -1.433 -0.426 -1.837
C -2.505 0.929 -2.164
N -2.227 1.702 -3.231
C -2.989 2.726 -3.645
C -4.150 3.020 -2.980
C -4.490 2.242 -1.877
C -3.677 1.199 -1.473
H -1.332 1.542 -3.681
H -2.623 3.282 -4.496
H -4.764 3.844 -3.309
H -5.399 2.454 -1.329
H -3.943 0.582 -0.628
O -1.481 3.969 -1.375
Cl -0.373 3.162 -1.007
O 0.636 3.877 -0.334
O 0.168 2.399 -2.116
O -0.925 2.072 -0.091
F 2.561 1.161 -3.509
C 3.276 1.918 -2.670
F 2.897 3.188 -2.815
F 4.558 1.815 -3.000
C 3.081 1.480 -1.196
O 3.864 1.771 -0.352
O 1.994 0.727 -1.029
*
```


2) The following is a quantum chemistry calculation of C32H23ClF3N2O10PSTa as an isolated structure, from the Open Molecules 2025 dataset.

- orbital gap (eV) = 7.65
- lowest unoccupied orbital energy (eV) = -3.74

The geometry in ORCA input format:
```
! wB97M-V def2-TZVPD RIJCOSX def2/J DEFGRID3
* xyz 1 1
Ta 0.524 1.259 -0.572
O -3.923 2.864 0.059
C -2.787 2.274 -0.264
O -1.848 2.128 0.486
C -2.717 1.794 -1.661
C -3.779 1.763 -2.540
C -3.554 1.274 -3.822
C -2.279 0.872 -4.175
C -1.275 0.972 -3.226
N -1.491 1.400 -1.992
C 0.153 0.608 -3.482
O 0.485 -0.060 -4.424
O 0.947 1.089 -2.549
H -3.881 3.173 0.978
H -4.753 2.108 -2.225
H -4.366 1.216 -4.533
H -2.037 0.490 -5.156
C -3.899 -0.544 4.625
C -3.737 0.633 3.908
C -2.701 0.758 2.997
C -1.811 -0.297 2.784
C -1.964 -1.464 3.530
C -3.004 -1.584 4.441
P -0.379 -0.081 1.669
C 0.557 -1.637 1.832
C -0.016 -2.838 1.406
C 0.722 -4.010 1.413
C 2.038 -3.999 1.862
C 2.603 -2.815 2.312
C 1.871 -1.636 2.286
C 0.627 1.187 2.421
C 0.741 1.543 3.763
C 1.590 2.581 4.096
C 2.314 3.244 3.101
C 2.179 2.898 1.769
C 1.301 1.871 1.396
H -4.710 -0.643 5.334
H -4.417 1.460 4.067
H -2.557 1.688 2.472
H -1.270 -2.284 3.420
H -3.107 -2.498 5.011
H -1.050 -2.865 1.085
H 0.267 -4.930 1.071
H 2.614 -4.915 1.873
H 3.617 -2.805 2.689
H 2.330 -0.713 2.616
H 0.176 1.016 4.523
H 1.698 2.878 5.130
H 2.983 4.048 3.377
H 2.749 3.433 1.022
S 2.816 0.088 -0.416
C 3.099 -0.618 -1.984
N 2.844 -1.934 -2.114
C 3.021 -2.629 -3.253
C 3.482 -1.986 -4.367
C 3.757 -0.621 -4.284
C 3.581 0.058 -3.097
H 2.443 -2.394 -1.303
H 2.778 -3.680 -3.221
H 3.615 -2.532 -5.288
H 4.103 -0.090 -5.160
H 3.787 1.113 -3.006
O 1.411 5.197 -1.165
Cl 1.124 3.888 -1.585
O 2.205 2.939 -1.275
O 0.690 3.815 -2.927
O 0.028 3.303 -0.688
F 0.282 -3.364 -1.900
C -0.944 -2.810 -1.853
F -1.760 -3.685 -1.273
F -1.348 -2.626 -3.119
C -0.961 -1.442 -1.123
O -2.001 -1.064 -0.627
O 0.171 -0.832 -1.176
*
```


Verdict on stability: 2) comes out on top.